a | ORCA calculation (ωB97M-V with the def2-TZVPD basis set) on a 14-piece molecular cluster, C21H70O14 overall.

Geometry as XYZ:
```
105
Properties=species:S:1:pos:R:3:mulliken_charge:R:1
O -3.09 -2.90 -2.68 -0.693
H -2.17 -2.65 -2.57 0.322
H -3.58 -2.11 -2.47 0.352
O -3.78 -0.23 -1.88 -0.648
H -2.88 0.00 -1.64 0.321
H -4.30 0.52 -1.62 0.287
O -0.15 -1.49 -2.51 -0.348
H 0.00 -1.23 -3.42 0.184
H 0.71 -1.80 -2.21 0.199
O 3.40 -1.81 -2.38 -0.527
H 3.10 -1.62 -3.26 0.309
H 3.63 -2.74 -2.39 0.322
O -0.87 0.62 -0.04 -0.436
H -0.46 0.06 -0.69 0.304
H -0.17 0.85 0.56 0.098
O 1.70 -0.94 -4.49 -0.623
H 1.34 -1.42 -5.24 0.247
H 2.22 -0.24 -4.88 0.294
O 2.30 0.79 1.19 -0.566
H 3.25 0.77 1.09 0.232
H 1.97 1.13 0.36 0.187
C 0.76 3.25 -1.25 -1.640
C 1.02 2.10 -2.27 1.491
C 1.54 2.61 -3.53 -1.437
O 1.94 1.19 -1.79 -0.439
H 0.07 3.99 -1.66 0.494
H 1.69 3.72 -0.95 0.384
H 0.22 2.79 -0.42 0.284
H 0.07 1.64 -2.52 -0.198
H 2.44 3.19 -3.31 0.349
H 0.86 3.32 -4.00 0.391
H 1.66 1.83 -4.27 0.228
H 2.12 0.44 -2.37 0.158
C 1.28 2.18 5.71 -1.065
C 1.52 2.42 4.22 1.081
C 1.83 3.81 3.89 -1.460
O 2.61 1.68 3.93 -0.463
H 2.04 2.16 6.49 0.346
H 0.97 1.13 5.63 -0.036
H 0.48 2.77 6.15 0.333
H 0.59 2.22 3.70 0.036
H 1.06 4.40 4.39 0.386
H 1.78 4.08 2.84 0.286
H 2.79 4.20 4.23 0.316
H 2.51 1.49 3.00 0.344
C -3.92 1.66 5.21 -1.040
C -3.45 0.26 5.66 0.383
C -2.22 -0.16 4.80 -1.050
O -3.02 0.41 6.96 -0.554
H -3.15 2.41 5.42 0.194
H -4.86 2.03 5.63 0.342
H -4.00 1.50 4.14 0.299
H -4.22 -0.52 5.66 0.300
H -1.89 -1.16 5.09 0.380
H -1.31 0.44 4.82 0.014
H -2.58 -0.17 3.77 0.421
H -2.09 0.62 6.99 0.325
C -3.69 3.69 -1.33 -1.293
C -4.30 3.41 -2.67 0.583
C -3.21 3.29 -3.81 -1.003
O -4.95 2.20 -2.52 -0.526
H -3.85 4.75 -1.12 0.418
H -2.67 3.39 -1.13 0.119
H -4.32 3.41 -0.49 0.377
H -5.02 4.18 -2.92 0.274
H -2.59 2.41 -3.64 -0.049
H -2.52 4.13 -3.77 0.426
H -3.57 3.26 -4.84 0.425
H -5.53 2.14 -3.28 0.272
C -2.35 0.20 -5.68 -0.613
C -3.05 -1.06 -6.24 0.609
C -2.60 -1.44 -7.64 -1.482
O -2.63 -2.05 -5.32 -0.561
H -1.47 -0.13 -5.12 -0.066
H -3.01 0.77 -5.04 0.073
H -2.08 0.87 -6.49 0.462
H -4.13 -0.96 -6.15 0.279
H -1.57 -1.79 -7.62 0.299
H -2.64 -0.60 -8.33 0.394
H -3.27 -2.15 -8.14 0.361
H -3.10 -1.88 -4.50 0.277
C 2.25 -1.50 4.80 -1.052
C 2.78 -2.82 5.38 0.117
C 3.17 -3.81 4.36 -1.119
O 3.93 -2.51 6.11 -0.595
H 2.24 -0.68 5.51 0.346
H 1.27 -1.65 4.35 0.348
H 2.89 -1.01 4.06 0.266
H 2.03 -3.22 6.07 0.393
H 2.24 -4.05 3.85 0.295
H 3.51 -4.68 4.92 0.339
H 3.93 -3.35 3.73 0.315
H 4.55 -2.12 5.49 0.363
C 4.70 -5.19 0.50 -1.403
C 3.47 -4.55 -0.21 0.356
C 2.99 -3.17 0.37 -0.822
O 3.76 -4.55 -1.64 -0.617
H 4.53 -5.72 1.43 0.321
H 5.43 -4.42 0.77 0.322
H 5.18 -5.83 -0.24 0.382
H 2.60 -5.21 -0.18 0.364
H 2.03 -3.05 -0.14 0.069
H 3.63 -2.31 0.17 0.346
H 2.70 -3.17 1.42 0.247
H 2.96 -4.99 -1.93 0.361
```

Values from the calculation:
**HOMO level**: -9.65 eV
**HOMO-LUMO gap**: 9.44 eV

b | ORCA calculation (ωB97M-V with the def2-TZVPD basis set) on a 14-piece molecular cluster, C21H70O14 overall.

Geometry as XYZ:
```
105
Properties=species:S:1:pos:R:3:mulliken_charge:R:1
C -3.35 0.54 -4.17 -1.384
C -2.45 -0.23 -3.09 0.836
O -1.30 0.53 -2.76 -0.408
H -2.89 0.69 -5.17 0.339
H -3.75 1.53 -3.90 0.225
H -4.16 -0.03 -4.48 0.534
H -2.03 -1.15 -3.59 0.212
H -2.94 -0.71 -2.21 -0.559
H -1.61 1.48 -2.63 0.198
C 2.68 1.59 2.67 -0.418
C 3.68 1.11 1.70 0.108
O 4.68 2.03 1.64 -0.613
H 3.00 1.93 3.63 0.541
H 1.91 0.88 2.83 -0.234
H 2.16 2.47 2.20 -0.048
H 3.24 0.84 0.79 -0.199
H 3.95 0.08 2.03 0.533
H 5.52 1.62 1.36 0.381
C -0.81 -2.87 4.15 -1.989
C -0.88 -1.83 3.00 1.381
O -0.92 -2.45 1.72 -0.501
H -1.55 -2.48 4.74 0.669
H 0.10 -2.84 4.77 0.320
H -1.01 -3.85 3.78 0.370
H -0.13 -1.04 3.06 -0.659
H -1.82 -1.27 3.17 0.124
H -0.67 -1.81 1.09 -0.884
C -5.18 -1.57 -0.28 -1.312
C -3.83 -2.18 0.08 0.810
O -3.80 -3.46 -0.40 -0.589
H -5.97 -2.31 -0.07 0.388
H -5.15 -1.31 -1.34 0.249
H -5.26 -0.72 0.27 0.283
H -3.54 -2.35 1.13 0.375
H -3.07 -1.47 -0.33 -0.901
H -3.58 -4.10 0.33 0.381
C 2.39 3.19 -1.03 -0.209
C 3.90 3.30 -1.31 -0.456
O 3.91 3.49 -2.74 -0.562
H 1.87 4.16 -1.25 0.389
H 2.27 3.07 0.08 -0.042
H 1.87 2.42 -1.57 -0.025
H 4.50 2.44 -0.96 0.195
H 4.39 4.19 -0.82 0.396
H 4.82 3.57 -3.06 0.311
C 1.88 -2.42 0.51 1.247
C 2.17 -2.36 2.03 -0.273
O 3.52 -2.43 2.28 -0.583
H 2.55 -1.88 -0.09 -0.683
H 0.82 -2.25 0.19 -0.610
H 2.05 -3.43 0.16 0.690
H 1.68 -3.16 2.52 0.446
H 1.78 -1.43 2.49 -0.394
H 3.90 -3.33 2.23 0.376
C 2.18 -2.37 -3.35 -1.271
C 1.44 -1.02 -3.00 0.493
O 2.27 -0.34 -2.18 -0.151
H 2.33 -3.04 -2.43 0.030
H 3.16 -2.17 -3.76 0.402
H 1.56 -2.98 -3.96 0.418
H 0.38 -1.26 -2.63 -0.631
H 1.30 -0.47 -3.93 0.506
H 2.81 0.24 -2.73 0.249
C -0.97 1.31 4.58 -0.566
O 0.05 2.15 4.03 -0.522
H -1.21 1.85 5.39 0.540
H -0.60 0.34 4.88 0.236
H -1.89 1.31 4.02 0.034
H -0.19 2.43 3.19 0.285
C 0.10 0.66 0.31 0.576
O -0.90 -0.29 -0.03 3.387
H -0.02 1.63 -0.20 -0.137
H 1.14 0.30 -0.07 -0.696
H 0.09 0.93 1.35 -0.185
H -0.97 -0.16 -1.00 -1.338
C -3.38 2.59 -1.33 -0.784
O -2.44 2.97 -2.40 -0.739
H -2.88 2.17 -0.49 -0.012
H -4.07 1.93 -1.71 0.568
H -4.00 3.38 -0.82 0.456
H -2.63 3.85 -2.75 0.307
C 5.03 -1.76 -1.16 -0.562
O 4.71 -0.31 -1.22 -0.516
H 4.36 -2.49 -1.68 0.138
H 5.10 -2.05 -0.12 0.233
H 6.03 -2.01 -1.56 0.326
H 3.76 -0.28 -1.29 0.338
C -0.95 4.56 0.10 -0.721
O -0.49 3.58 1.10 -0.338
H -1.91 4.47 -0.35 0.173
H -0.33 4.38 -0.83 0.103
H -0.67 5.54 0.41 0.505
H -0.11 4.16 1.78 0.244
C -0.69 -3.64 -1.55 -0.006
O -1.27 -3.49 -2.76 -0.420
H -1.01 -2.94 -0.76 -0.181
H 0.38 -3.54 -1.62 -0.026
H -0.86 -4.65 -1.16 0.381
H -0.81 -4.12 -3.25 0.345
C -3.48 0.80 1.81 0.268
O -4.47 1.19 2.80 -0.596
H -3.17 -0.17 1.85 -0.282
H -2.64 1.53 1.83 0.276
H -3.93 0.90 0.75 -0.223
H -4.82 1.99 2.49 0.315
```

Values from the calculation:
**HOMO level**: -9.50 eV
**HOMO-LUMO gap**: 9.73 eV

Short version: a, b, most stable first.

a | ORCA calculation (ωB97M-V with the def2-TZVPD basis set) on a 4-piece molecular cluster, C16H44N4O4 overall.

Geometry as XYZ:
```
68
Properties=species:S:1:pos:R:3:nbo_charge:R:1
C 8.65 10.02 -8.99 -0.244
O 9.68 10.60 -8.17 -0.554
C 10.94 10.65 -8.72 -0.053
C 11.90 11.07 -7.60 -0.068
C 11.56 12.47 -7.10 -0.640
N 13.22 11.10 -8.13 -0.810
H 9.01 9.03 -9.27 0.166
H 8.56 10.60 -9.91 0.168
H 7.74 9.92 -8.40 0.199
H 11.22 9.70 -9.19 0.169
H 10.90 11.43 -9.48 0.150
H 11.80 10.35 -6.80 0.185
H 11.40 13.24 -7.86 0.202
H 12.36 12.88 -6.49 0.205
H 10.54 12.47 -6.72 0.231
H 13.62 11.97 -7.79 0.345
H 13.17 11.33 -9.11 0.348
C 13.73 12.75 -13.07 -0.241
O 14.07 11.52 -12.54 -0.554
C 14.87 10.57 -13.30 -0.076
C 14.13 9.88 -14.51 -0.086
C 12.71 9.47 -14.13 -0.614
N 14.84 8.67 -14.98 -0.809
H 13.04 13.29 -12.42 0.193
H 13.19 12.64 -14.01 0.155
H 14.61 13.34 -13.33 0.162
H 15.77 11.09 -13.60 0.167
H 15.19 9.83 -12.57 0.191
H 13.90 10.55 -15.34 0.189
H 12.64 8.63 -13.44 0.203
H 12.10 9.29 -15.01 0.214
H 12.27 10.32 -13.60 0.215
H 15.81 8.90 -15.13 0.347
H 14.88 8.07 -14.17 0.346
C 16.69 5.18 -10.93 -0.268
O 15.41 5.69 -10.49 -0.532
C 14.78 4.92 -9.54 -0.081
C 15.44 4.88 -8.16 -0.081
C 14.43 4.42 -7.08 -0.602
N 15.82 6.24 -7.69 -0.807
H 16.55 4.39 -11.67 0.178
H 17.39 4.80 -10.18 0.174
H 17.16 6.03 -11.42 0.193
H 13.77 5.33 -9.50 0.180
H 14.65 3.86 -9.78 0.159
H 16.31 4.23 -8.23 0.181
H 14.06 3.45 -7.41 0.196
H 13.61 5.14 -7.16 0.201
H 14.84 4.27 -6.08 0.227
H 14.97 6.71 -7.99 0.336
H 16.44 6.67 -8.35 0.347
C 12.57 3.19 -16.85 -0.267
O 13.49 2.78 -15.83 -0.562
C 14.42 1.73 -16.14 -0.068
C 15.22 2.08 -17.44 -0.075
C 16.04 0.79 -17.80 -0.626
N 15.95 3.31 -17.29 -0.825
H 11.96 3.97 -16.39 0.197
H 11.81 2.41 -16.98 0.171
H 13.05 3.56 -17.75 0.170
H 15.09 1.79 -15.28 0.203
H 13.77 0.86 -16.26 0.176
H 14.55 2.13 -18.30 0.156
H 16.56 0.80 -18.75 0.210
H 15.49 -0.15 -17.84 0.215
H 16.72 0.54 -16.99 0.207
H 16.24 3.55 -18.23 0.352
H 15.30 4.04 -17.02 0.366
```

Values from the calculation:
**HOMO level**: -9.25 eV
**HOMO-LUMO gap**: 9.87 eV
**SMILES string**: COC[C@H](C)N.COC[C@H](C)N.COC[C@H](C)N.COC[C@H](C)N

b | ORCA calculation (ωB97M-V with the def2-TZVPD basis set) on a 4-piece molecular cluster, C16H44N4O4 overall.

Geometry as XYZ:
```
68
Properties=species:S:1:pos:R:3:nbo_charge:R:1
C -12.91 36.52 -12.14 -0.244
O -13.86 35.62 -12.65 -0.549
C -15.19 35.86 -12.21 -0.064
C -16.06 36.55 -13.22 -0.091
C -15.75 38.02 -13.45 -0.617
N -17.49 36.43 -12.87 -0.849
H -13.17 37.56 -12.33 0.165
H -11.95 36.25 -12.57 0.194
H -12.78 36.39 -11.05 0.157
H -15.64 34.89 -12.00 0.177
H -15.16 36.38 -11.24 0.170
H -15.98 36.04 -14.19 0.192
H -16.24 38.65 -12.69 0.200
H -16.18 38.43 -14.37 0.221
H -14.69 38.26 -13.46 0.206
H -17.64 35.60 -12.30 0.351
H -17.80 37.20 -12.29 0.375
C -14.53 33.54 -9.64 -0.251
O -15.31 34.52 -8.98 -0.543
C -14.55 35.25 -8.07 -0.064
C -15.40 36.34 -7.41 -0.074
C -15.75 37.44 -8.38 -0.616
N -14.77 36.92 -6.23 -0.823
H -13.81 34.05 -10.30 0.173
H -15.18 32.93 -10.27 0.196
H -13.98 32.93 -8.92 0.169
H -14.12 34.61 -7.27 0.154
H -13.64 35.68 -8.54 0.149
H -16.33 35.85 -7.12 0.191
H -16.29 37.05 -9.25 0.221
H -14.84 37.88 -8.82 0.195
H -16.32 38.22 -7.88 0.218
H -13.92 37.41 -6.49 0.350
H -14.48 36.18 -5.59 0.355
C -18.59 39.32 -10.07 -0.243
O -18.97 38.24 -10.88 -0.571
C -20.27 37.74 -10.60 -0.073
C -21.26 38.04 -11.71 -0.081
C -22.55 37.28 -11.47 -0.618
N -20.74 37.73 -13.06 -0.820
H -19.39 40.06 -9.95 0.171
H -17.72 39.80 -10.51 0.191
H -18.28 38.99 -9.07 0.170
H -20.20 36.66 -10.40 0.176
H -20.64 38.17 -9.66 0.174
H -21.41 39.12 -11.72 0.181
H -22.98 37.55 -10.50 0.210
H -22.42 36.21 -11.57 0.205
H -23.31 37.60 -12.19 0.226
H -20.83 36.73 -13.20 0.341
H -19.73 37.83 -13.05 0.369
C -9.51 38.93 -13.88 -0.245
O -10.45 39.73 -14.56 -0.551
C -11.53 39.02 -15.11 -0.051
C -12.25 39.89 -16.09 -0.078
C -13.48 39.21 -16.66 -0.614
N -11.32 40.20 -17.20 -0.843
H -8.55 39.43 -13.91 0.191
H -9.37 37.96 -14.39 0.168
H -9.81 38.75 -12.84 0.166
H -11.16 38.11 -15.62 0.167
H -12.21 38.63 -14.33 0.161
H -12.50 40.83 -15.58 0.172
H -13.98 39.89 -17.36 0.211
H -14.23 38.94 -15.91 0.210
H -13.16 38.31 -17.19 0.217
H -10.45 40.52 -16.80 0.366
H -11.70 40.95 -17.76 0.353
```

Values from the calculation:
**HOMO level**: -9.03 eV
**HOMO-LUMO gap**: 9.72 eV
**SMILES string**: COC[C@H](C)N.COC[C@H](C)N.COC[C@H](C)N.COC[C@H](C)N

Short version: b, a, most stable first.

a | ORCA calculation (ωB97M-V with the def2-TZVPD basis set) on a 2-piece molecular cluster, C2H8N3O2 overall.

Geometry as XYZ:
```
15
Properties=species:S:1:pos:R:3:nbo_charge:R:1
C -2.50 -0.29 -0.19 -0.628
C -1.41 0.68 0.18 -0.264
N -0.12 -0.01 0.12 -0.288
N 2.75 -1.04 -0.04 -0.068
N 1.01 0.53 0.05 0.376
O 3.77 -0.24 -0.06 -0.375
O 1.31 1.68 0.01 -0.232
H -2.50 -1.16 0.47 0.220
H -3.47 0.19 -0.10 0.259
H -2.39 -0.63 -1.22 0.229
H -1.37 1.54 -0.50 0.240
H -1.55 1.06 1.20 0.236
H -0.14 -1.03 0.12 0.430
H 2.64 -1.37 0.93 0.346
H 3.95 0.08 -0.97 0.518
```

Values from the calculation:
**Total charge**: +1
**HOMO level (alpha / beta)**: -15.08 / -14.12 eV
**HOMO-LUMO gap (alpha / beta)**: 9.49 / 7.28 eV

b | ORCA calculation (ωB97M-V with the def2-TZVPD basis set) on an isolated ion of composition C2H8N3O2 and charge +1.

Geometry as XYZ:
```
15
Properties=species:S:1:pos:R:3:nbo_charge:R:1
C 1.43 -0.61 0.63 -0.435
N 0.52 0.02 -0.35 -0.170
C 0.87 0.51 -1.64 -0.438
N -0.79 0.07 0.13 0.388
O -1.66 0.77 -0.64 -0.471
N -1.01 -0.55 1.20 0.132
O -2.25 -0.33 1.70 -0.560
H 1.42 -1.72 0.53 0.235
H 2.45 -0.34 0.37 0.242
H 1.24 -0.24 1.64 0.243
H 0.99 -0.09 -2.62 0.246
H 0.09 1.25 -1.79 0.241
H 1.85 1.00 -1.44 0.240
H -2.62 0.78 -0.31 0.556
H -2.53 -0.51 2.59 0.551
```

Values from the calculation:
**Total charge**: +1
**HOMO level (alpha / beta)**: -14.04 / -14.04 eV
**HOMO-LUMO gap (alpha / beta)**: 9.45 / 9.45 eV
**SMILES string**: CN(C)/[N+](O)=N/O

Short version: a, b, most stable first.